Record 1
The following is a DFT calculation (ωB97M-V with the def2-TZVPD basis set) of a cluster of 3 separate species, C21H50N4O6P in total in a non-equilibrium geometry.

The value obtained for the HOMO-LUMO gap is 6.89 eV. The highest occupied orbital energy comes out at -4.44 eV. For the total energy, the calculation gives -1841.68910 hartree.

ORCA input file:
```
! RIJCOSX wB97M-V def2-TZVPD def2/J DEFGRID3
* xyz -1 1
C 7.075 -1.475 -2.202
C 6.386 -0.213 -3.003
C 5.156 0.478 -2.111
C 4.171 1.212 -3.228
O 2.896 1.684 -2.719
C 1.981 0.649 -2.243
O 2.267 -0.638 -2.954
C 2.129 0.314 -0.610
O 2.922 1.086 0.185
O 1.487 -0.826 0.073
N 0.610 1.048 -2.561
C -0.166 0.296 -3.569
C -0.916 -1.071 -2.960
C -2.546 -0.928 -2.873
C -3.227 -1.450 -1.478
N -2.396 -2.426 -0.679
P -0.169 2.361 -1.731
C -1.266 1.455 -0.390
C 1.000 3.497 -0.713
C 0.768 3.470 0.903
H 8.224 -1.549 -2.470
H 6.929 -1.272 -1.055
H 6.548 -2.490 -2.539
H 7.142 0.587 -3.396
H 5.835 -0.695 -3.945
H 5.593 1.266 -1.332
H 4.650 -0.410 -1.542
H 4.117 0.609 -4.257
H 4.783 2.197 -3.527
H 2.012 -1.423 -2.394
H 0.387 0.072 -4.603
H -1.085 0.990 -3.890
H -0.378 -1.284 -1.939
H -0.620 -1.948 -3.709
H -3.001 -1.587 -3.749
H -2.946 0.180 -3.070
H -4.238 -2.008 -1.783
H -3.558 -0.592 -0.737
H -1.891 -3.116 -1.280
H -2.936 -2.904 0.075
H -0.774 0.468 -0.002
H -1.657 2.181 0.437
H -2.230 1.112 -1.005
H 0.746 4.608 -1.069
H 2.138 3.353 -0.908
H 1.713 3.978 1.401
H -0.143 4.199 1.138
H 0.662 2.411 1.387
C -1.556 6.451 6.334
C -2.225 6.025 5.029
C -1.277 5.272 4.067
O -0.354 6.115 3.371
C 0.798 6.467 4.120
N -2.816 7.208 4.387
H -0.907 7.322 6.211
H -2.314 6.724 7.078
H -0.960 5.636 6.754
H -3.037 5.336 5.294
H -1.892 4.804 3.288
H -0.750 4.456 4.576
H 1.124 5.661 4.784
H 0.609 7.379 4.690
H 1.607 6.683 3.416
H -3.345 6.905 3.568
H -2.046 7.753 3.988
C -2.123 -8.698 0.002
C -2.434 -7.477 -0.861
C -2.124 -6.132 -0.161
O -3.092 -5.742 0.818
C -2.926 -6.360 2.084
N -3.834 -7.546 -1.300
H -2.875 -8.870 0.777
H -2.095 -9.603 -0.616
H -1.148 -8.599 0.488
H -1.792 -7.539 -1.748
H -2.144 -5.345 -0.924
H -1.114 -6.123 0.266
H -1.873 -6.525 2.331
H -3.478 -7.301 2.116
H -3.360 -5.701 2.843
H -4.010 -6.782 -1.954
H -4.418 -7.309 -0.492
*
```

These are the Löwdin partial charges, in e, on atoms 1 to 2:
1 C -0.162
2 C -0.272



Record 2
The following is a DFT calculation (ωB97M-V with the def2-TZVPD basis set) of a structure of composition C21H51CrO9S4 in a non-equilibrium geometry.

Its expectation value of S² is 6.01. The value obtained for the HOMO-LUMO gap (spin up / spin down) is 8.01 / 8.36 eV. The highest occupied orbital energy (spin up / spin down) comes out at -10.90 / -11.13 eV. For the total energy, the calculation gives -4144.71926 hartree.

ORCA input file:
```
! RIJCOSX wB97M-V def2-TZVPD def2/J DEFGRID3
* xyz 1 5
Cr 2.749 1.625 -1.297
C 0.091 0.028 0.069
O 1.046 0.295 -0.915
H -0.399 -0.910 -0.191
H 0.519 -0.133 1.058
H -0.640 0.833 0.144
C 1.625 -0.654 -4.871
S 3.229 -0.320 -4.145
O 3.006 0.898 -3.235
C 3.245 -1.732 -2.970
H 0.956 -0.774 -4.019
H 1.856 -1.599 -5.364
H 1.183 0.110 -5.510
H 4.071 -1.762 -2.259
H 3.336 -2.622 -3.593
H 2.362 -1.710 -2.331
C 3.477 -2.528 3.785
S 4.426 -2.530 2.172
O 5.168 -3.877 2.144
C 3.095 -2.727 0.928
H 2.576 -1.915 3.769
H 4.199 -2.142 4.505
H 3.219 -3.552 4.058
H 3.458 -2.853 -0.092
H 2.465 -1.837 0.948
H 2.527 -3.633 1.136
C 3.894 3.884 2.882
S 2.763 2.657 2.011
O 3.282 2.559 0.567
C 3.293 1.081 2.900
H 3.591 4.093 3.907
H 3.948 4.825 2.334
H 4.915 3.503 2.885
H 2.680 0.256 2.537
H 3.180 1.201 3.978
H 4.343 0.826 2.758
C -0.390 4.142 0.288
S 1.154 4.521 -0.687
O 1.407 3.231 -1.482
C 0.335 5.738 -1.813
H -1.116 3.467 -0.165
H -0.917 5.061 0.545
H -0.140 3.765 1.279
H -0.533 5.249 -2.254
H 1.098 6.163 -2.466
H -0.060 6.564 -1.221
C -2.686 -2.152 -1.571
C -3.819 -3.160 -1.325
O -5.010 -2.920 -1.487
C -3.271 -4.492 -0.833
H -2.002 -2.218 -0.724
H -3.093 -1.141 -1.614
H -2.212 -2.365 -2.529
H -3.973 -5.321 -0.740
H -2.883 -4.411 0.182
H -2.376 -4.743 -1.402
C -3.558 2.186 0.236
C -4.236 0.925 -0.152
O -4.616 0.714 -1.265
C -4.316 -0.148 0.870
H -4.100 2.625 1.074
H -3.328 2.790 -0.641
H -2.575 1.909 0.615
H -4.987 -0.917 0.486
H -4.747 0.257 1.786
H -3.332 -0.601 0.986
C -0.370 -2.809 2.954
C -1.242 -3.463 4.028
O -2.430 -3.792 3.881
C -0.676 -3.525 5.430
H 0.592 -3.320 2.925
H -0.352 -1.728 3.091
H -0.905 -2.968 2.018
H -1.496 -3.751 6.112
H -0.402 -2.492 5.644
H 0.115 -4.275 5.436
C -3.177 1.271 -4.088
C -1.765 1.896 -4.197
O -1.099 1.904 -5.213
C -1.226 2.466 -2.902
H -3.148 0.284 -3.627
H -3.709 1.208 -5.037
H -3.809 1.868 -3.430
H -2.074 2.740 -2.275
H -0.538 3.311 -2.936
H -0.738 1.590 -2.473
*
```

These are the Löwdin partial charges, in e, on atoms 1 to 2:
1 Cr 0.885
2 C -0.269



Record 3
The following is a DFT calculation (ωB97M-V with the def2-TZVPD basis set) of a cluster of 3 separate species, C21H51IN10O6P3 in total in a non-equilibrium geometry.

The value obtained for the HOMO-LUMO gap is 5.64 eV. The highest occupied orbital energy comes out at -9.06 eV. For the total energy, the calculation gives -3151.09451 hartree.

ORCA input file:
```
! RIJCOSX wB97M-V def2-TZVPD def2/J DEFGRID3
* xyz 1 1
O -0.428 -11.158 -3.262
C -0.957 -10.301 -3.911
O -0.329 -9.125 -4.205
C -0.832 -8.496 -5.397
C 0.281 -8.176 -6.425
C 1.708 -8.330 -5.883
C 2.200 -7.106 -5.079
N 2.740 -7.504 -3.760
C 3.854 -8.437 -3.777
C 3.542 -9.784 -3.109
O 2.549 -10.024 -2.505
I 5.098 -11.273 -3.357
C 2.256 -7.040 -2.633
N 2.712 -7.391 -1.411
C 2.024 -6.714 -0.530
N 1.129 -5.941 -1.166
P 0.076 -4.891 -0.242
O 0.706 -3.575 -0.122
N 1.248 -6.151 -2.490
H -1.991 -10.481 -4.259
H -1.535 -9.177 -5.888
H -1.431 -7.623 -5.110
H 0.138 -8.811 -7.301
H 0.107 -7.150 -6.771
H 2.366 -8.467 -6.747
H 1.795 -9.247 -5.296
H 1.431 -6.336 -4.991
H 3.041 -6.625 -5.590
H 4.711 -7.968 -3.279
H 4.189 -8.651 -4.794
H 2.129 -6.753 0.544
H -1.171 -4.737 -0.882
H -0.022 -5.450 1.053
H 0.697 -5.668 -3.178
O -1.507 1.982 -0.002
P -0.058 2.105 0.445
N 0.586 2.607 -1.086
C 0.358 1.802 -2.276
C 0.234 3.993 -1.377
N 0.198 0.449 0.823
C 1.049 -0.452 0.084
C -0.948 -0.275 1.356
N 1.522 2.446 1.226
C 1.373 3.289 2.425
C 2.734 2.830 0.519
H 0.867 2.256 -3.130
H -0.704 1.698 -2.526
H 0.790 0.808 -2.173
H 0.477 4.634 -0.521
H -0.836 4.107 -1.588
H 0.806 4.366 -2.229
H 0.534 -0.873 -0.789
H 1.358 -1.287 0.717
H 1.972 0.025 -0.248
H -1.628 -0.611 0.560
H -1.517 0.350 2.042
H -0.615 -1.150 1.920
H 1.140 4.327 2.164
H 2.280 3.275 3.031
H 0.561 2.909 3.053
H 2.706 3.859 0.142
H 2.951 2.165 -0.311
H 3.580 2.750 1.210
O -0.883 5.771 5.044
P -1.495 6.827 4.137
N -2.169 7.847 5.361
C -3.091 7.298 6.345
C -1.128 8.601 6.053
N -2.628 5.810 3.344
C -4.063 5.897 3.481
C -2.226 4.423 3.160
N -1.827 8.068 2.885
C -0.640 8.346 2.062
C -2.554 9.307 3.113
H -3.437 8.094 7.009
H -2.641 6.510 6.961
H -3.988 6.901 5.875
H -0.470 9.095 5.328
H -0.507 7.954 6.684
H -1.567 9.385 6.673
H -4.420 5.369 4.374
H -4.553 5.448 2.612
H -4.413 6.929 3.519
H -2.392 3.825 4.067
H -1.170 4.360 2.903
H -2.782 3.962 2.340
H 0.109 8.926 2.611
H -0.908 8.891 1.155
H -0.174 7.405 1.746
H -1.980 10.046 3.684
H -3.499 9.138 3.621
H -2.800 9.750 2.143
*
```

These are the Löwdin partial charges, in e, on atoms 1 to 2:
1 O 0.109
2 C -0.323